Formula: C49H101FN10O17P
Source: OMol25
Level of theory: ωB97M-V/def2-TZVPD

Summary:
Highest occupied orbital energy = -10.10 eV
Energy relative to the best compared isomer or geometry (same formula, charge and spin) = 52.7 kJ/mol
Total charge = +1
Maximum force = 4.83 eV/Å
Frontier orbital gap = 0.2699 Eh

Last column: Löwdin charge in e.
Atoms and positions in Å:
C: 4.4999 2.6583 1.6952  0.004
C: 3.7378 2.1756 2.9305  -0.527
O: 4.3075 1.6943 3.8408  0.120
N: 2.3123 2.3315 2.8752  0.026
C: 1.7101 2.4187 4.2179  -0.210
C: 0.3095 3.0513 4.2088  -0.162
C: -0.6796 2.5332 3.1271  -0.156
C: -1.9360 1.8574 3.7681  -0.084
C: -3.0091 1.4693 2.8113  -0.142
N: -4.1191 2.0953 2.7413  0.203
C: -5.1045 1.5838 1.7591  -0.173
C: -5.3649 2.4629 0.5267  -0.088
C: -6.6781 2.1315 -0.2493  -0.157
C: -6.4452 1.9113 -1.7866  -0.162
C: -6.6641 0.4399 -2.2621  -0.184
C: -5.5299 -0.1225 -3.1760  -0.197
C: -5.2352 -1.6096 -2.8967  -0.193
C: -4.0318 -2.1537 -3.7100  -0.156
C: -3.1845 -3.1243 -2.9077  -0.196
O: -2.1814 -3.7477 -3.7414  -0.020
C: -1.4525 -4.6036 -2.9422  -0.553
C: -0.4311 -4.0874 -1.9415  0.014
O: -1.6310 -5.7488 -3.0321  0.169
C: -4.6094 0.1515 1.6095  -0.331
O: -5.0838 -0.3749 0.3754  0.025
C: -5.3042 -0.8155 2.6231  -0.284
C: -5.2811 -0.3898 4.0856  -0.005
F: -4.8767 -2.1141 2.4516  0.012
C: -3.0721 0.3547 1.7266  -0.214
C: -2.2992 1.0743 0.5383  -0.085
C: -2.4501 0.4142 -0.8312  -0.159
O: -1.5897 1.1532 -1.7176  -0.022
C: -1.1984 0.4096 -2.7943  -0.382
O: -1.2871 0.7977 -3.8645  0.172
P: -2.0764 -1.1324 2.1743  0.492
O: -2.4000 -1.5317 3.5362  -0.233
O: -0.4992 -0.9467 2.0691  -0.107
O: -2.4874 -2.2603 1.0975  -0.110
H: 4.2892 3.7252 1.5729  0.084
H: 5.5724 2.4869 1.7836  0.083
H: 4.1370 2.0927 0.8366  0.078
H: 1.9648 1.4659 2.4585  0.118
H: 1.7294 1.4641 4.7611  0.124
H: 2.3529 3.0925 4.7952  0.123
H: 0.4259 4.1348 4.1347  0.114
H: -0.1567 2.8249 5.1782  0.109
H: -0.1610 1.8134 2.4921  0.080
H: -1.0382 3.3462 2.4848  0.121
H: -2.3037 2.5363 4.5467  0.132
H: -1.6122 0.9324 4.2693  0.136
H: -4.2663 2.8730 3.3779  0.196
H: -6.0466 1.6029 2.3238  0.125
H: -5.4888 3.4878 0.9093  0.126
H: -4.5320 2.5133 -0.1791  0.098
H: -7.4026 2.9414 -0.1527  0.105
H: -7.1202 1.2066 0.1246  0.086
H: -5.4397 2.2174 -2.1053  0.095
H: -7.1393 2.5518 -2.3402  0.104
H: -7.5448 0.4667 -2.9176  0.106
H: -6.9058 -0.2589 -1.4580  0.095
H: -5.8893 -0.0927 -4.2126  0.115
H: -4.6303 0.5060 -3.1625  0.093
H: -6.1075 -2.1673 -3.2604  0.119
H: -5.1536 -1.8484 -1.8284  0.093
H: -3.4353 -1.3528 -4.1577  0.111
H: -4.4208 -2.7353 -4.5553  0.124
H: -3.7755 -3.9239 -2.4374  0.142
H: -2.6471 -2.6055 -2.0951  0.094
H: -0.6171 -4.6173 -1.0045  0.089
H: -0.5400 -3.0223 -1.7084  0.055
H: 0.5994 -4.2712 -2.2464  0.094
H: -4.4878 -1.1103 0.1640  0.091
H: -6.3548 -0.7929 2.3105  0.151
H: -5.7487 0.5977 4.1862  0.080
H: -4.2653 -0.3011 4.4875  0.071
H: -5.8622 -1.0603 4.7226  0.099
H: -1.2261 1.1413 0.7384  0.111
H: -2.6407 2.1143 0.5364  0.122
H: -3.4657 0.6189 -1.1854  0.112
H: -2.2281 -0.6592 -0.8435  0.108
H: -0.7552 -0.5785 -2.5568  0.150
H: -0.1868 -1.8432 1.7742  0.061
H: -2.9207 -2.9871 1.5764  0.106
C: 3.1866 -2.0883 0.7642  0.010
C: 2.2514 -3.2294 0.9961  -0.526
O: 1.0286 -3.0795 0.9503  -0.014
N: 2.7805 -4.4356 1.2579  0.029
C: 4.1870 -4.7992 1.3512  -0.051
H: 2.6043 -1.1923 0.5654  0.078
H: 3.8019 -1.9178 1.6480  0.095
H: 3.8248 -2.2876 -0.0979  0.093
H: 2.0902 -5.1577 1.4026  0.147
H: 4.3978 -5.5693 0.6089  0.092
H: 4.3753 -5.2031 2.3468  0.091
H: 4.8382 -3.9476 1.1780  0.047
C: 7.6588 -3.0333 2.0939  -0.001
C: 7.7796 -2.4043 0.7289  -0.543
O: 6.8212 -2.3232 -0.0397  -0.009
N: 8.9820 -1.9236 0.3606  0.032
C: 10.2281 -1.9254 1.1193  -0.066
H: 6.6370 -3.3688 2.2427  0.054
H: 8.3234 -3.8945 2.1724  0.091
H: 7.8996 -2.3041 2.8679  0.089
H: 8.9878 -1.5162 -0.5665  0.128
H: 10.5573 -0.8909 1.2441  0.087
H: 10.9761 -2.4673 0.5591  0.055
H: 10.1111 -2.3847 2.0937  0.073
C: -10.1182 1.6876 1.2174  -0.017
C: -9.3573 1.1335 2.3928  -0.504
O: -8.1299 1.2208 2.4749  -0.001
N: -10.0583 0.5263 3.3770  0.014
C: -11.4937 0.3255 3.4623  -0.065
H: -9.4264 2.1377 0.5229  0.047
H: -10.6536 0.8877 0.7044  0.103
H: -10.8168 2.4486 1.5494  0.075
H: -9.4837 0.1811 4.1308  0.139
H: -11.8662 0.8097 4.3663  0.086
H: -11.6989 -0.7438 3.5269  0.086
H: -12.0071 0.7358 2.5997  0.075
C: -11.5774 4.9259 -2.3039  -0.018
C: -11.6648 4.2236 -0.9752  -0.511
O: -10.8263 3.4045 -0.6083  -0.002
N: -12.7195 4.5246 -0.1739  0.010
C: -13.8032 5.4559 -0.4302  -0.070
H: -10.6927 4.5872 -2.8313  0.076
H: -12.4476 4.6946 -2.9111  0.066
H: -11.5021 6.0050 -2.1538  0.091
H: -12.7214 4.0221 0.6993  0.132
H: -13.8090 6.2179 0.3510  0.083
H: -14.7506 4.9155 -0.4002  0.085
H: -13.6975 5.9363 -1.3966  0.075
C: -10.9732 3.0498 -6.8129  -0.007
C: -11.5311 4.2989 -6.1780  -0.533
O: -12.0023 4.2987 -5.0487  0.013
N: -11.4963 5.4440 -6.9055  0.008
C: -10.9820 5.6416 -8.2490  -0.072
H: -11.0707 2.2234 -6.1147  0.083
H: -11.5272 2.8057 -7.7201  0.087
H: -9.9164 3.1835 -7.0483  0.085
H: -11.8847 6.2393 -6.4227  0.141
H: -10.1866 6.3879 -8.2186  0.084
H: -11.7864 6.0121 -8.8861  0.085
H: -10.5908 4.7210 -8.6685  0.073
C: 7.4819 -2.9344 -3.1140  -0.018
C: 8.7126 -2.2020 -3.5837  -0.552
O: 8.9629 -1.0582 -3.2274  0.018
N: 9.5555 -2.8554 -4.4259  0.004
C: 9.4329 -4.2009 -4.9547  -0.077
H: 6.9161 -2.2884 -2.4507  0.061
H: 6.8505 -3.2048 -3.9627  0.085
H: 7.7688 -3.8304 -2.5614  0.087
H: 10.3569 -2.3074 -4.6982  0.139
H: 10.3060 -4.7822 -4.6530  0.083
H: 9.4030 -4.1533 -6.0447  0.083
H: 8.5357 -4.6928 -4.5948  0.071
C: 14.6182 -2.5829 1.2347  -0.016
C: 13.6787 -3.7355 1.4671  -0.522
O: 12.4573 -3.6105 1.4216  -0.004
N: 14.2289 -4.9450 1.7358  0.008
C: 15.6362 -5.2879 1.8331  -0.069
H: 14.0381 -1.6853 1.0324  0.076
H: 15.2321 -2.4061 2.1175  0.053
H: 15.2562 -2.7867 0.3730  0.095
H: 13.5485 -5.6745 1.8815  0.138
H: 15.8657 -6.0585 1.0949  0.083
H: 15.8367 -5.6855 2.8292  0.084
H: 16.2716 -4.4259 1.6592  0.077
C: 17.5295 0.8638 3.5995  -0.006
C: 16.6088 0.1797 2.6204  -0.524
O: 16.4869 -1.0379 2.5831  0.006
N: 15.9052 0.9638 1.7651  0.015
C: 15.9148 2.4116 1.6575  -0.070
H: 18.0188 0.1114 4.2111  0.084
H: 18.2945 1.4309 3.0676  0.087
H: 16.9624 1.5281 4.2529  0.087
H: 15.3104 0.4443 1.1384  0.132
H: 14.9043 2.7867 1.8270  0.085
H: 16.2281 2.6906 0.6503  0.085
H: 16.5881 2.8631 2.3780  0.073

Cartesian forces, eV/Å:
-0.61 -0.09 0.33
0.15 0.63 -2.38
0.83 -0.69 2.28
-0.38 -0.30 0.38
0.20 0.24 0.31
-0.42 -0.38 -0.01
-0.09 -0.11 -0.08
0.83 -0.40 0.09
0.09 -1.07 -0.39
0.26 0.70 -0.13
-1.64 0.43 1.06
-0.19 0.58 -0.06
0.62 -0.47 -0.98
-0.09 -0.52 0.34
-0.03 0.47 -1.13
-0.48 -0.39 0.30
0.10 -0.01 -0.73
-0.35 -0.60 -0.19
0.55 0.37 0.14
-0.10 0.65 0.67
0.88 1.92 0.13
-0.55 0.93 0.38
-0.47 -3.30 -0.42
-0.56 -1.17 -0.84
1.32 0.39 -0.32
-0.71 1.39 1.11
0.43 0.31 0.24
0.19 -0.12 -0.17
2.55 0.63 0.16
-0.40 -0.12 0.00
-0.39 1.35 0.02
-0.12 -0.59 0.46
0.50 -1.57 3.57
-0.21 1.70 -4.52
-0.24 -1.05 1.43
-0.54 -0.02 0.98
-0.99 0.02 -1.37
0.31 0.61 -0.21
0.02 -0.20 -0.26
-0.19 -0.02 0.24
-0.10 0.25 -0.21
0.04 0.35 -0.44
-0.12 0.06 -0.23
-0.11 -0.19 0.02
-0.16 -0.11 -0.08
0.29 0.29 0.00
-0.18 0.05 -0.07
0.26 -0.07 0.06
-0.33 -0.13 -0.25
-0.10 0.14 -0.05
-0.39 0.08 -0.30
-0.04 -0.24 -0.35
0.21 -0.19 0.04
0.00 -0.22 0.18
0.12 -0.12 0.37
-0.07 0.31 0.22
-0.11 0.10 0.26
0.13 -0.04 0.12
-0.07 -0.18 0.38
0.26 0.23 0.12
0.25 0.18 0.08
-0.02 -0.19 0.25
-0.01 0.05 0.41
0.15 0.25 -0.07
0.12 -0.05 0.30
0.09 0.20 0.02
-0.17 0.22 -0.21
-0.28 0.07 -0.01
0.17 -0.04 -0.14
0.12 -0.12 -0.20
-0.20 -0.12 -0.22
-0.36 -0.10 -0.12
0.18 0.06 -0.15
-0.11 -0.24 -0.14
-0.16 -0.34 -0.06
0.15 -0.11 -0.23
-0.16 -0.28 0.31
0.02 -0.17 -0.58
0.04 -0.57 -0.01
0.04 0.12 0.09
-0.21 0.05 0.39
1.01 0.33 -0.25
-0.02 0.13 -0.06
0.09 0.26 -0.09
0.05 -0.10 0.11
-0.66 0.07 0.18
-0.09 0.19 -0.07
-0.33 -0.25 0.05
-0.07 -0.04 0.00
0.18 -0.01 -0.12
0.20 0.05 0.16
0.06 -0.02 0.01
0.19 0.04 0.03
0.17 0.01 -0.04
-0.09 0.02 -0.11
-0.03 -0.03 0.00
0.09 0.26 -0.41
-0.36 -0.19 0.28
-0.26 -0.08 0.27
-0.35 0.43 -0.65
0.00 0.05 -0.05
0.07 0.08 0.14
0.11 -0.11 0.06
0.04 0.01 0.01
0.08 -0.05 0.16
0.10 -0.02 0.17
-0.02 -0.07 -0.05
0.42 -0.49 0.58
-0.05 -0.09 -0.05
0.08 -0.05 0.17
0.14 0.14 -0.22
0.28 -0.15 0.34
0.03 0.01 0.06
-0.14 0.11 -0.01
-0.08 -0.04 -0.07
-0.07 -0.01 0.02
-0.17 -0.02 -0.07
-0.18 0.04 -0.05
0.09 0.01 -0.02
0.05 0.02 0.38
0.24 -0.03 -0.07
-0.37 0.48 -0.40
0.16 0.02 -0.23
0.03 -0.27 0.43
-0.04 -0.09 0.04
0.03 0.13 -0.06
-0.12 0.01 -0.07
-0.06 0.03 -0.01
-0.12 0.11 -0.12
-0.09 0.16 -0.10
0.06 -0.06 0.00
0.00 -0.05 0.05
-0.13 0.10 0.15
0.02 -0.10 -0.33
0.10 -0.29 -0.01
-0.21 0.37 0.28
-0.05 0.09 0.06
0.13 0.00 -0.07
-0.04 -0.04 -0.14
0.00 0.00 -0.04
0.06 -0.06 -0.18
0.11 -0.05 -0.16
-0.02 -0.02 0.07
-0.07 0.07 -0.08
0.07 0.17 -0.02
0.02 -0.07 0.14
-0.23 -0.02 0.14
0.38 0.33 -0.11
0.12 0.01 0.05
0.07 -0.15 0.01
-0.12 -0.06 -0.05
-0.01 -0.03 -0.01
-0.10 -0.17 -0.05
-0.07 -0.20 0.00
0.00 0.07 0.04
-0.32 -0.41 0.05
-0.25 0.01 -0.17
0.43 -0.22 0.15
0.05 0.23 -0.05
-0.36 -0.31 0.06
-0.11 -0.09 0.04
-0.10 -0.12 -0.37
0.15 0.04 0.11
0.03 0.00 0.01
0.19 0.04 0.03
0.20 0.03 -0.03
-0.08 0.04 0.02
0.01 -0.04 0.04
-0.03 -0.18 -0.02
0.54 0.54 0.29
0.20 -0.01 0.22
-0.28 -0.30 -0.30
-0.07 -0.06 -0.07
-0.05 0.11 0.08
0.09 0.10 -0.04
0.01 0.05 -0.01
0.08 0.18 0.03
0.04 0.19 0.07
0.01 -0.07 0.01